This record from the Open Molecules 2025 dataset describes an isolated ion of composition C7H13O3P and charge -2. The level of theory is the ωB97M-V functional and the def2-TZVPD basis.

HOMO energy (alpha / beta) = 1.6 / 0.7 eV
Strongest force on any atom = 0.09229 Eh/bohr
Lowest unoccupied orbital energy (alpha / beta) = 6.12 / 5.93 eV
Electronic energy = -841.447283 Ha
Charge = -2
HOMO-LUMO gap (alpha / beta) = 4.504 / 5.255 eV
2S+1 = 3

Last column: Mulliken spin population.
Cartesian coordinates (Å):
C  0.33445  -0.72196  1.98741  0.0472
H  -1.07158  2.50880  -0.91751  -0.0116
H  0.74166  -2.61661  -1.24690  0.0360
C  -0.99669  -1.47814  -1.62870  -0.0771
C  -0.71166  2.07371  -0.04543  0.1049
O  2.38789  1.65168  -0.73959  -0.0001
O  3.12651  -0.06750  1.07880  0.0055
H  0.12154  -1.78071  1.92599  -0.0035
H  -1.57071  0.71283  -2.14070  -0.0072
H  -0.43142  -0.34189  2.56759  0.0141
H  -1.68208  0.12317  0.46873  0.0172
C  -0.68452  0.04730  -1.55765  0.1279
H  0.26546  0.40049  -2.08312  0.0218
H  -0.51070  -2.45410  0.21278  -0.0732
H  0.18592  2.52158  0.26353  -0.0175
C  -0.75426  0.49228  0.00466  -0.0099
O  1.66773  1.97940  1.64359  0.0911
H  1.25903  -0.59886  2.55473  0.0048
H  -2.07670  -1.64784  -1.19411  0.0034
H  -0.86268  -1.85603  -2.67735  0.0171
C  -0.06257  -2.25200  -0.71016  1.0078
C  0.47996  0.00314  0.67885  0.7432
P  2.11083  0.95097  0.62606  -0.0343
H  -1.26542  2.35030  0.92848  -0.0075

Cartesian forces, eV/Å:
C 1.8 -0.1 -1.0
H -1.1 0.7 -1.5
H 2.0 -1.0 0.2
C -0.5 0.1 0.6
C -1.9 -1.4 4.1
O -0.5 -1.3 0.7
O 0.5 -0.4 0.1
H 0.0 -0.8 -0.2
H 1.9 -1.9 1.3
H -2.0 1.2 1.4
H 0.0 0.0 -0.3
C -2.3 1.7 -0.4
H -0.9 -0.7 1.2
H 0.5 -0.7 1.3
H 1.8 0.0 -0.3
C 1.9 1.3 -2.8
O 0.1 0.8 1.4
H 0.0 -0.2 -0.1
H 1.7 0.4 -1.3
H -0.5 0.2 0.7
C -2.8 0.8 -2.4
C 0.5 0.4 0.7
P -0.1 0.7 -1.9
H -0.2 0.2 -1.5